Version a
The following is a quantum chemistry calculation of 2 unconnected molecules or ions with the total composition C4H12, from the Open Molecules 2025 dataset.

Values from the calculation:
SMILES = CC.CC
Spin multiplicity = 1
Orbital gap = 12.07 eV
HOMO = -10.90 eV

Each line ends with the natural charge from an NBO analysis.
Element x y z (Å)
C (-0.192, 1.248, -1.624)  -0.632
C (-0.800, 1.836, -0.378)  -0.635
H (1.016, 1.490, -1.768)  0.197
H (-0.009, 0.102, -1.423)  0.217
H (-0.690, 1.468, -2.627)  0.221
H (-1.883, 2.040, -0.609)  0.207
H (-0.280, 2.815, -0.153)  0.209
H (-0.933, 1.253, 0.487)  0.213
C (0.047, -1.898, 1.491)  -0.623
C (0.941, -1.163, 0.497)  -0.611
H (-0.444, -1.300, 2.236)  0.206
H (-0.823, -2.321, 0.992)  0.203
H (0.515, -2.742, 2.070)  0.206
H (0.675, -1.422, -0.480)  0.205
H (1.917, -1.512, 0.565)  0.207
H (0.965, -0.010, 0.789)  0.209



Version b
The following is a quantum chemistry calculation of 2 unconnected molecules or ions with the total composition C4H12, from the Open Molecules 2025 dataset.

Values from the calculation:
SMILES = CC.CC
Spin multiplicity = 1
Orbital gap = 12.88 eV
HOMO = -11.71 eV

Each line ends with the natural charge from an NBO analysis.
Element x y z (Å)
C (0.050, 1.465, 1.605)  -0.612
C (-1.046, 0.869, 2.519)  -0.612
H (-0.327, 1.537, 0.588)  0.204
H (0.329, 2.479, 1.879)  0.205
H (0.927, 0.825, 1.577)  0.204
H (-0.781, -0.133, 2.823)  0.205
H (-2.018, 0.856, 2.025)  0.204
H (-1.174, 1.488, 3.409)  0.204
C (0.229, -0.851, -1.419)  -0.606
C (0.768, -1.520, -2.712)  -0.609
H (-0.692, -1.323, -1.061)  0.200
H (0.944, -0.909, -0.606)  0.204
H (-0.045, 0.166, -1.639)  0.200
H (-0.033, -1.912, -3.320)  0.207
H (1.509, -2.274, -2.440)  0.203
H (1.357, -0.761, -3.228)  0.202



Version c
The following is a quantum chemistry calculation of 2 unconnected molecules or ions with the total composition C4H12, from the Open Molecules 2025 dataset.

Values from the calculation:
SMILES = CC.CC
Spin multiplicity = 1
Orbital gap = 12.87 eV
HOMO = -11.71 eV

Each line ends with the natural charge from an NBO analysis.
Element x y z (Å)
C (1.291, 1.388, -0.119)  -0.608
C (1.846, 2.506, -1.025)  -0.605
H (0.503, 1.771, 0.539)  0.202
H (0.803, 0.638, -0.747)  0.203
H (2.086, 0.978, 0.491)  0.204
H (2.846, 2.256, -1.374)  0.201
H (1.914, 3.456, -0.494)  0.202
H (1.213, 2.640, -1.901)  0.202
C (-1.475, -1.386, 0.067)  -0.604
C (-1.629, -2.517, 1.098)  -0.604
H (-0.439, -1.049, 0.002)  0.201
H (-1.739, -1.759, -0.927)  0.200
H (-2.109, -0.552, 0.332)  0.202
H (-2.691, -2.697, 1.290)  0.199
H (-1.195, -2.226, 2.056)  0.202
H (-1.224, -3.447, 0.710)  0.203



Version d
The following is a quantum chemistry calculation of 2 unconnected molecules or ions with the total composition C4H12, from the Open Molecules 2025 dataset.

Values from the calculation:
SMILES = CC.CC
Spin multiplicity = 1
Orbital gap = 12.72 eV
HOMO = -11.64 eV

Each line ends with the natural charge from an NBO analysis.
Element x y z (Å)
C (-1.689, -2.056, -1.136)  -0.618
C (-1.651, -0.724, -1.929)  -0.617
H (-1.065, -1.992, -0.239)  0.202
H (-2.694, -2.317, -0.811)  0.210
H (-1.142, -2.818, -1.674)  0.207
H (-2.588, -0.156, -1.986)  0.205
H (-0.998, -0.013, -1.450)  0.205
H (-1.396, -0.967, -2.952)  0.206
C (1.926, 1.735, 0.887)  -0.613
C (1.313, 1.013, 2.098)  -0.612
H (2.994, 1.521, 0.858)  0.203
H (1.451, 1.434, -0.045)  0.206
H (1.939, 2.819, 1.033)  0.205
H (1.396, 1.643, 2.982)  0.202
H (0.275, 0.717, 1.982)  0.206
H (1.931, 0.160, 2.380)  0.203



Which of them is least stable? Easy: version a.